Density functional theory data (ωB97M-V/def2-TZVPD) for a 3-piece molecular cluster, C4H15NO2 overall.

Geometry as XYZ:
```
22
Properties=species:S:1:pos:R:3:forces:R:3
C 1.283 0.533 -1.630 -0.53 0.64 0.23
N -0.123 0.286 -1.320 -0.18 0.00 0.34
C -0.857 1.482 -0.950 0.53 0.72 0.27
C -2.199 1.240 -0.258 0.05 -0.39 -0.59
C 2.132 0.559 -0.358 -0.62 -0.04 0.02
H 1.595 -0.262 -2.282 0.37 -0.37 -0.30
H 1.399 1.472 -2.192 0.06 0.01 0.00
H -0.590 -0.171 -2.086 -0.02 -0.17 -0.17
H -0.220 2.059 -0.275 0.12 -0.20 0.21
H -0.962 2.191 -1.788 -0.23 -0.21 -0.19
H -2.285 1.852 0.634 -0.19 0.02 0.09
H -3.010 1.470 -0.943 -0.25 0.15 0.09
H -2.323 0.183 -0.005 0.18 0.12 0.14
H 2.307 -0.484 -0.075 0.56 0.30 0.08
H 1.574 0.995 0.476 -0.10 0.06 -0.17
H 3.012 1.194 -0.479 0.25 -0.55 0.00
H 0.574 -2.653 3.728 0.17 -0.19 0.00
H 1.268 -3.370 2.594 -0.01 -0.04 0.00
O 1.298 -3.270 3.551 -0.22 0.23 -0.05
H -0.841 -1.134 1.295 0.16 0.03 -0.28
H -1.977 -2.133 1.321 0.21 -0.13 -0.08
O -1.055 -2.039 1.044 -0.31 0.01 0.38
```
Forces are in eV/Å.

The value obtained for the relative energy (zero: lowest compared OMol25 entry of this formula, charge and spin) is 27.6 kcal per mole. The total charge is 0. The value obtained for the HOMO energy is -8.835 eV. Its spin multiplicity is 1. Its total energy is -366.6072 a.u.